Entry from the OMol25 dataset: 4 unconnected molecules or ions with the total composition C4H16O3 at a distorted geometry (ωB97M-V/def2-TZVPD).

Values from the calculation:
Energy relative to the best compared isomer or geometry (same formula, charge and spin), kcal per mole: 31.4
Net charge: 0
SMILES string: CCCC.O.O.O
Gap between HOMO and LUMO, eV: 10.79
Spin multiplicity: 1

```
23
Properties=species:S:1:pos:R:3:mulliken_charge:R:1
C -1.6319 1.4188 0.5595 -1.006
C -0.4718 1.5005 -0.3402 -0.284
C -0.3077 0.6459 -1.5746 -0.267
C 0.8393 1.0222 -2.6439 -1.152
H -2.5506 1.4654 -0.1543 0.275
H -1.4872 2.3612 1.1476 0.280
H -1.6991 0.5886 1.2764 0.248
H 0.4322 1.3825 0.2439 0.272
H -0.5429 2.5228 -0.7528 0.267
H -1.2795 0.7310 -2.0957 0.314
H -0.0085 -0.3438 -1.2241 0.127
H 0.6142 2.1166 -2.9356 0.273
H 0.7142 0.4881 -3.6015 0.325
H 1.8329 1.0580 -2.2619 0.330
O 1.6071 -1.2408 0.5878 -0.562
H 1.1559 -2.0834 0.5178 0.329
H 2.5127 -1.4261 0.5872 0.262
O 0.2461 -0.5959 3.3315 -0.628
H 0.1724 0.3009 3.4341 0.293
H 0.6648 -0.6648 2.4718 0.344
O 0.0828 -3.5827 1.0122 -0.690
H -0.8085 -3.1072 1.3542 0.343
H -0.0871 -4.5580 1.0605 0.305
```